No. 1
ORCA calculation (wB97M-V/def2-TZVPD) on 14 unconnected molecules or ions with the total composition C39H113N7O14 at a distorted geometry.

Output
- DFT total energy: -2990.04940 Ha
- Energy relative to the best compared isomer or geometry (same formula, charge and spin): 23.3 kcal per mole
- F_max: 2.51 eV Å⁻¹
- HOMO level: -8.60 eV
- Gap between HOMO and LUMO: 0.3231 hartree
- LUMO energy: 0.2 eV

Element x y z (Å)
C (-1.35132, 1.91274, -5.99315)
C (2.40215, 2.75829, -7.85690)
C (0.72208, 3.87580, -12.83092)
O (-1.98611, 2.19636, -4.74690)
C (4.66933, 3.39172, -8.20869)
H (-1.87297, 3.84857, -9.91184)
H (3.04742, -7.94622, -14.83784)
C (-7.10565, -2.90078, -5.06868)
H (1.28063, -3.83877, -13.65796)
N (-1.27035, -0.68816, -2.46217)
H (6.88350, -0.53707, -9.48910)
C (0.15437, -4.46790, -7.73638)
N (-0.12795, -3.87168, -12.14087)
H (2.32557, -1.44279, -6.61371)
O (0.35069, -0.96537, -6.44286)
H (0.77011, -4.89929, -8.52560)
C (-0.19432, -2.41886, -14.23336)
O (3.30918, 3.85128, -8.10405)
H (6.11318, 6.16654, -9.73662)
O (1.23182, 6.50743, -10.14732)
C (1.79629, 6.58153, -8.85019)
C (0.74486, 5.26200, -12.12094)
H (-2.90816, -1.23070, -12.87073)
N (1.64541, 6.07058, -12.90966)
H (-4.69700, -3.17449, -13.11441)
H (0.10414, -2.46766, -15.28057)
H (2.13511, 2.15855, -8.72702)
H (1.46341, 3.25442, -7.61049)
C (-3.12244, 2.28232, -9.24294)
H (2.85608, -0.75667, -4.39759)
H (4.81569, 2.66009, -9.00330)
C (-5.84172, -3.82899, -4.96970)
H (4.94333, 2.71381, -7.40033)
C (3.19959, -6.86759, -14.79909)
H (-0.47669, 1.73688, -3.49129)
H (-2.88799, -1.57090, -11.14614)
N (5.14049, -7.04681, -13.27294)
H (0.12230, 0.80635, -13.69911)
H (4.52351, -4.71191, -15.59034)
C (0.08805, -0.29047, -10.34298)
O (5.61778, -3.09276, -8.99283)
H (0.76221, 4.45608, -10.15759)
H (-3.60231, 2.80279, -8.41411)
H (-0.93982, -4.30232, -5.58280)
H (3.76691, -2.79379, -9.70792)
H (0.14697, -6.54861, -5.57441)
H (6.84733, 0.95764, -8.40807)
H (2.40456, 5.45357, -13.16083)
H (-1.27638, -2.39295, -14.36208)
H (2.76380, 0.80330, -12.31018)
H (1.22412, 5.97452, -8.14858)
H (1.57208, -1.85938, -4.19476)
H (-1.31477, 0.32438, -9.12722)
H (-7.56301, -2.85820, -4.08019)
H (-1.44273, -5.02698, -14.23815)
C (4.28012, -2.94916, -13.64846)
C (-1.67609, -0.09828, -3.70698)
C (1.39727, -1.13018, -10.16296)
C (-4.10728, -3.02260, -12.21037)
H (-0.27157, 1.90059, -5.84443)
N (-5.17363, -3.70202, -3.70021)
H (0.10624, -0.44899, -7.21435)
H (7.16397, -0.68345, -7.79302)
H (-1.30230, 0.00175, -14.10673)
C (0.82562, -4.57062, -6.36302)
O (-3.06545, -3.94825, -12.06941)
C (-4.87284, -3.58038, -6.21099)
H (1.84150, 0.28259, -6.48645)
H (-3.46627, -4.76896, -11.77381)
C (4.83220, -4.99176, -14.58312)
H (-3.43173, -2.29793, -8.14730)
H (6.09914, -6.73707, -13.20123)
H (2.70407, 2.22744, -6.95406)
H (-0.02042, -5.88462, -13.80205)
H (-6.84758, -1.88270, -5.36022)
H (5.56405, -2.21957, -8.59753)
C (-1.79154, 2.78761, -9.67560)
O (-1.14086, -5.05690, -7.69731)
H (0.24160, 0.61106, -10.93608)
H (4.25411, -2.49173, -14.63749)
H (-1.13168, -3.97142, -12.19245)
C (0.19744, -3.76562, -13.56070)
O (4.03305, -4.35624, -13.64059)
C (4.68893, -6.49644, -14.59189)
H (5.89727, -4.84592, -14.40304)
H (-1.50719, -5.72987, -9.63134)
C (4.78656, -2.87696, -10.08409)
H (0.06600, -3.40273, -7.95018)
C (-3.04777, -0.53143, -3.95982)
N (6.96820, 4.37030, -7.86053)
O (-3.07862, 0.95593, -8.88038)
C (-0.35693, -4.99021, -14.32635)
H (-5.33192, -3.89217, -7.14915)
H (-3.15182, -0.86649, -7.17236)
H (-1.59873, 2.66127, -6.74587)
H (5.22145, -2.64447, -13.19110)
H (0.03037, -0.00989, -15.26023)
C (1.02389, -6.03100, -5.96325)
H (4.75552, 0.18505, -9.09135)
H (-6.15726, -4.86696, -5.07533)
H (4.58986, 5.24626, -9.99175)
H (7.41649, 5.27457, -7.89855)
H (-2.41907, -2.38578, -6.69175)
H (2.83208, 2.01783, -10.92709)
C (-1.95272, -5.06531, -8.89110)
O (-4.40366, -2.25829, -6.21152)
C (-3.49936, -1.62997, -12.04660)
H (3.89533, 2.11857, -12.29561)
C (-3.31671, -1.94283, -7.12321)
H (-1.70996, 0.93880, -6.32618)
H (2.85709, 6.34358, -8.92888)
H (-4.32054, -0.91335, -12.06103)
H (-0.23113, 5.74103, -12.04286)
H (1.76213, -4.02003, -6.45197)
H (4.64669, -6.52659, -12.56186)
H (-2.95634, -5.38504, -8.61071)
H (-4.76171, -2.79740, -3.52113)
O (0.22071, -1.28156, -13.50485)
H (0.36747, 3.11367, -12.13702)
H (-1.48494, 2.28212, -10.59134)
H (-0.09683, -2.91202, -11.82754)
H (2.83888, -6.54359, -15.77532)
H (5.18487, 0.89360, -10.99170)
O (5.20884, -0.24795, -8.36430)
C (5.62600, 5.19471, -9.65734)
H (1.77718, -1.59753, -11.07145)
H (-4.01412, -4.22902, -6.03787)
H (1.75644, -6.13157, -5.16240)
C (-0.22108, -0.09700, -14.20322)
H (-0.01993, -5.08463, -15.35864)
C (1.69486, -0.72292, -6.09208)
H (1.21875, -0.15879, -4.01225)
O (4.29524, 0.53299, -11.00317)
H (1.65347, 3.39667, -13.13267)
H (-3.67948, 2.39256, -10.17334)
H (6.17681, 4.51827, -10.31091)
H (-1.97757, 1.78410, -2.67087)
H (4.99100, -1.92534, -10.57471)
H (-0.01668, 3.94058, -13.62976)
H (-0.34277, -0.30511, -2.34831)
H (-1.08346, -0.61867, -4.45938)
H (1.43707, -6.61183, -6.78789)
O (-0.40003, 0.04185, -9.05646)
H (6.98039, 4.07651, -6.89428)
H (-0.71234, -0.80370, -10.87596)
H (-2.06857, -4.02798, -9.20513)
H (3.41507, -2.55469, -13.11537)
N (-0.01624, -3.92819, -5.41808)
H (-7.87609, -3.29163, -5.73334)
H (-1.81834, -0.26221, -1.72843)
H (-4.40387, -4.35135, -3.62296)
H (-0.13517, -2.98047, -5.74639)
H (-3.06938, -1.61771, -4.04720)
H (-3.97995, 0.66103, -8.73127)
H (2.36739, 4.86974, -10.70167)
H (2.04404, 6.76992, -12.29964)
H (5.29795, 5.31148, -7.48896)
C (1.79201, -0.87305, -4.60326)
H (1.62403, 7.55017, -8.38098)
H (4.74017, -3.73948, -10.74892)
C (1.33015, 5.20463, -10.71007)
H (2.57993, -6.37085, -14.05251)
H (5.33859, -6.95090, -15.33990)
C (3.38028, 1.41004, -11.64692)
C (5.61844, 4.64595, -8.29049)
H (-3.78575, -0.20655, -3.22639)
C (-1.52593, 1.46689, -3.61082)
H (-3.51139, -0.09643, -4.84522)
H (2.17858, -0.52863, -9.69844)
H (-1.02736, 2.63945, -8.91258)
H (1.24857, -1.99532, -9.51680)
H (-4.74449, -3.25174, -11.35623)
C (6.61088, -0.09954, -8.52872)

=====

No. 2
ORCA calculation (wB97M-V/def2-TZVPD) on a molecular structure, C39H25F5N6O7S4Ti.

Output
- DFT total energy: -5298.05188 Ha
- Energy relative to the best compared isomer or geometry (same formula, charge and spin): 19.5 kcal per mole
- F_max: 0.37 eV Å⁻¹
- HOMO level: -8.14 eV
- Gap between HOMO and LUMO: 0.2587 hartree
- LUMO energy: -1.1 eV

Element x y z (Å)
H (0.02954, 4.88503, -1.06610)
C (1.52880, -0.80207, -5.07072)
H (3.81410, 2.54368, -4.53718)
C (-1.77221, 5.31787, 3.31354)
H (2.95419, 1.69099, -2.37937)
O (2.02955, -4.61187, -2.41248)
C (1.63747, 3.34157, -2.05440)
H (-2.47413, 6.14752, 3.23841)
H (-3.38689, 3.88634, 3.19475)
C (2.59487, 2.62800, -2.78367)
O (0.25214, 5.31994, -1.91517)
C (1.18050, -1.22845, -2.37223)
H (1.25799, 5.97827, -4.14643)
O (0.51136, -1.01514, -0.05146)
S (2.57778, -3.33919, -2.04385)
C (-4.39788, -4.86276, -1.16747)
C (-3.00999, -5.00896, -1.21803)
C (0.73348, 0.05755, -4.31988)
H (-0.53979, -4.81035, -2.32090)
N (-1.57120, 0.36791, 0.66650)
C (4.29432, 2.73589, 3.36173)
H (-4.98159, -5.15301, -2.03059)
H (-2.77993, -2.57774, 4.77620)
S (-1.32908, 2.66267, 3.42106)
C (-1.95488, -0.42138, 1.70137)
C (1.16344, 4.56666, -2.55436)
N (1.80308, -2.77653, -0.68361)
H (-0.97068, 5.58806, 4.00011)
H (-0.64937, -1.27034, 4.71453)
H (-0.05701, 0.52797, -2.37109)
C (-4.99601, -4.39628, -0.01954)
H (2.94674, 4.69592, -5.42515)
C (-1.04658, -0.46686, 2.79220)
N (0.34267, 3.45127, -0.02256)
F (7.02953, 0.52278, 4.13697)
H (-2.04901, 1.13519, -1.16978)
N (-5.00911, -3.56952, 2.20088)
F (6.29223, 3.10418, 4.54879)
C (5.49829, 2.28177, 3.86568)
H (0.26390, 0.90584, -4.80065)
N (-4.65483, -2.68776, 2.99573)
O (-2.51417, -5.49237, -2.37370)
C (-3.41358, -1.97159, 2.85586)
C (-2.23922, -4.67516, -0.10444)
C (-2.37977, 0.50052, -0.35517)
O (0.04295, 0.31278, 2.70630)
H (-2.22965, -3.93255, 1.88866)
O (3.98997, -3.20331, -1.87781)
C (-1.33730, -1.24200, 3.88089)
C (1.96108, -2.07860, -3.13102)
H (-1.16591, -4.79917, -0.11074)
C (3.07084, 3.10360, -3.98639)
Ti (0.74363, 0.55141, 0.96723)
C (-3.63725, -0.13238, -0.40125)
C (-1.11049, -5.72704, -2.44835)
C (2.58200, 4.31216, -4.48060)
C (-2.45929, 4.04098, 3.74496)
F (3.91700, 4.00096, 3.55503)
H (-4.97953, -1.45111, 0.59816)
C (3.81978, 0.54013, 2.42603)
S (2.80718, -0.57323, 1.52738)
H (2.77885, -2.56779, -5.05817)
S (-1.07478, 5.03808, 1.66738)
F (2.32349, 2.33317, 2.16812)
C (1.16751, -1.69580, -0.95634)
C (3.49162, 1.86290, 2.65690)
C (2.15977, -1.89393, -4.48156)
C (0.54921, -0.14757, -2.95779)
H (-4.28051, 0.03229, -1.25384)
C (-4.23000, -4.01189, 1.08206)
C (-2.53893, -1.97876, 3.90692)
H (-0.92719, -6.12332, -3.44210)
H (1.65932, -0.61745, -6.12896)
C (-3.15593, -1.14638, 1.72897)
C (1.64042, 5.03590, -3.77799)
C (-4.01945, -0.95420, 0.62535)
C (1.14575, 2.78495, -0.79143)
C (5.03869, 0.11367, 2.94774)
N (-0.01500, 2.68225, 1.08337)
C (5.86952, 0.96444, 3.65405)
F (5.43280, -1.14611, 2.77095)
H (-6.07392, -4.32089, 0.05287)
O (1.51370, 1.57255, -0.46339)
H (-2.67264, 4.03766, 4.81329)
C (-2.85050, -4.17439, 1.03786)
C (-0.70604, 3.35157, 1.94297)
H (-0.79983, -6.45969, -1.70002)